1.
{"formula": "C9H15N2O2Si", "method": "ωB97M-V with the def2-TZVPD basis set", "orbital_gap_ev": 7.157, "e_lumo_ev": 3.438, "smiles": "CN1C=N/C(=C\\[Si](C)(C)C)[C@@H]1C(=O)[O-]", "total_charge": -1, "homo_energy_ev": -3.719, "elements": ["C", "N", "C", "N", "C", "C", "Si", "C", "C", "C", "C", "C", "O", "O", "H", "H", "H", "H", "H", "H", "H", "H", "H", "H", "H", "H", "H", "H", "H"], "xyz": [[4.4227, 1.7260, -0.4089], [3.0638, 1.1878, -0.3230], [2.1507, 1.5573, 0.5715], [1.0277, 0.8934, 0.4748], [1.2845, -0.2586, -0.2625], [0.1672, -0.9820, -0.6453], [-1.5408, -0.8392, 0.1383], [-2.1651, 0.9620, 0.1018], [-2.9060, -1.7730, -0.7842], [-1.5705, -1.5435, 1.9536], [2.8021, -0.1940, -0.6659], [4.0656, -1.1419, 0.1512], [4.1797, -0.8584, 1.3356], [4.6701, -1.9138, -0.5321], [4.4873, 2.7116, -0.1510], [5.1452, 1.1514, 0.0693], [4.5781, 1.6671, -1.5338], [2.1837, 2.5232, 0.9473], [0.1931, -1.9053, -1.3274], [-3.0076, 1.1383, 0.7936], [-1.2344, 1.5569, 0.4446], [-2.4186, 1.1664, -0.8665], [-3.8076, -1.1464, -1.1083], [-2.4406, -2.0443, -1.7097], [-3.2433, -2.5875, -0.1602], [-0.4876, -1.4138, 2.3598], [-2.2198, -0.9921, 2.5444], [-1.8996, -2.5356, 1.9984], [3.1607, -0.3601, -1.7477]]}

***

2.
{"formula": "C18H49NO7", "method": "ωB97M-V with the def2-TZVPD basis set", "relative_energy_ev": 1.7172, "orbital_gap_ev": 8.545, "e_lumo_ev": 0.293, "smiles": "CC1(C)CCCC(C)(C)N1O.CC(C)O.CC(C)O.CC(C)O.O.O.O", "total_charge": 0, "homo_energy_ev": -8.252, "elements": ["C", "C", "C", "C", "C", "C", "C", "C", "C", "N", "O", "H", "H", "H", "H", "H", "H", "H", "H", "H", "H", "H", "H", "H", "H", "H", "H", "H", "H", "H", "C", "C", "C", "O", "H", "H", "H", "H", "H", "H", "H", "H", "C", "C", "C", "O", "H", "H", "H", "H", "H", "H", "H", "H", "C", "C", "C", "O", "H", "H", "H", "H", "H", "H", "H", "H", "O", "H", "H", "O", "H", "H", "O", "H", "H"], "xyz": [[-4.3962, 6.7270, 0.7858], [-4.6114, 5.4030, 1.3343], [-3.9274, 5.1981, 2.7484], [-6.1420, 5.3260, 1.5125], [-6.8201, 3.8718, 1.6516], [-6.3434, 2.9420, 0.4623], [-4.7766, 2.9389, 0.3216], [-4.2058, 2.1667, 1.4550], [-4.5286, 2.1501, -0.9684], [-4.2449, 4.3452, 0.3541], [-2.8728, 4.3102, 0.0179], [-4.5940, 6.8857, -0.2743], [-4.8489, 7.5485, 1.3411], [-3.3287, 6.8669, 0.9564], [-4.6656, 5.0973, 3.5439], [-3.2355, 4.3559, 2.7616], [-3.3010, 6.0615, 2.9726], [-6.4313, 5.9298, 2.3727], [-6.6173, 5.8155, 0.6625], [-6.4496, 3.4123, 2.5679], [-7.9091, 3.9064, 1.6177], [-6.7945, 3.2977, -0.4641], [-6.7062, 1.9143, 0.4444], [-3.1297, 2.3349, 1.4995], [-4.5440, 1.1305, 1.4565], [-4.5922, 2.5633, 2.3938], [-5.1936, 2.5862, -1.7139], [-4.5485, 1.0733, -0.8005], [-3.5785, 2.3137, -1.4769], [-2.8461, 4.7431, -0.8386], [-1.3888, -8.7939, 0.6469], [-2.2423, -9.2167, 1.7682], [-3.3465, -10.1523, 1.4606], [-1.5985, -9.7596, 2.7732], [-0.3148, -8.7056, 0.8110], [-1.8117, -7.9092, 0.1710], [-1.3755, -9.4652, -0.2117], [-2.7332, -8.3456, 2.2021], [-3.0977, -11.1874, 1.2264], [-3.8616, -9.8257, 0.5572], [-4.1999, -10.1627, 2.1386], [-0.7117, -9.4040, 2.8665], [1.9760, -2.4985, 0.9128], [3.1565, -1.6440, 0.3298], [3.5731, -0.5695, 1.3224], [4.1621, -2.5877, 0.2567], [1.7857, -3.4013, 0.3324], [1.0156, -1.9842, 0.9503], [2.2463, -2.8018, 1.9242], [2.7893, -1.2488, -0.6173], [4.2492, 0.0572, 0.7408], [4.0613, -0.9384, 2.2244], [2.6879, -0.0046, 1.6144], [4.9152, -2.2774, -0.2513], [6.9488, 4.1388, -6.6550], [6.3272, 3.3835, -5.5123], [5.4131, 2.2195, -5.8734], [7.3842, 3.0937, -4.6282], [7.5117, 3.4749, -7.3110], [7.5766, 4.9140, -6.2156], [6.1952, 4.6330, -7.2681], [5.7191, 4.0229, -4.8724], [4.4403, 2.6506, -6.1101], [5.3691, 1.5855, -4.9878], [5.8418, 1.7927, -6.7801], [7.2962, 2.2215, -4.2368], [8.5558, -1.5259, -1.8962], [8.8502, -2.1693, -2.5409], [9.3136, -1.3928, -1.3267], [4.8957, -7.2617, 0.0372], [5.1247, -6.3356, 0.1151], [4.1418, -7.2736, -0.5527], [6.3351, -1.0260, 7.5880], [6.9345, -0.2868, 7.4855], [6.0729, -1.2480, 6.6945]]}